The following is a DFT calculation (ωB97M-V with the def2-TZVPD basis set) of 2 unconnected molecules or ions with the total composition C10H16 in a non-equilibrium geometry.

Calculated values
SMILES = CCc1ccccc1.CC
E_LUMO = 0.03599 hartree
highest occupied orbital energy = -0.3250 Eh
M = 136.24 g/mol
orbital gap = 9.8221 eV

Element x y z (Å)
C (0.15329, 0.10133, -1.86439)
C (0.16710, 0.58150, -0.37276)
C (0.40400, -0.55005, 0.59208)
C (1.67377, -0.83661, 1.06886)
C (1.82545, -1.84958, 2.05251)
C (0.68927, -2.55255, 2.40652)
C (-0.56310, -2.21094, 1.91563)
C (-0.79143, -1.21243, 1.02026)
H (0.06195, 1.10417, -2.36660)
H (-0.61288, -0.50932, -2.15977)
H (1.11052, -0.38542, -2.03779)
H (1.02154, 1.30777, -0.31287)
H (-0.88070, 0.96986, -0.16920)
H (2.64915, -0.39781, 0.80636)
H (2.82900, -2.18880, 2.24453)
H (0.68251, -3.62978, 3.00860)
H (-1.32094, -3.00470, 2.02910)
H (-1.72576, -0.96836, 0.60420)
C (-1.14389, 2.98092, -3.03939)
C (-1.60189, 3.52673, -1.71468)
H (-1.94308, 2.33160, -3.35781)
H (-1.22922, 3.79533, -3.82802)
H (-0.12166, 2.49254, -2.88482)
H (-2.58618, 3.97746, -1.78226)
H (-1.84713, 2.88914, -0.90300)
H (-0.96261, 4.34637, -1.27852)